{
  "formula": "C3H4O3",
  "method": "ωB97M-V with the def2-TZVPD basis set",
  "total_energy_ha": -342.318703,
  "relative_energy_kcal_mol": 86.1,
  "lumo_energy_ev": 0.1978,
  "smiles": "O=C(O)[C@H]1CO1",
  "homo_lumo_gap_ev": 10.9,
  "species": ["O", "C", "O", "C", "C", "O", "H", "H", "H", "H"],
  "xyz": [[0.958, -1.286, -1.641], [0.322, -0.263, -1.186], [-0.731, 0.121, -2.052], [0.224, 0.233, 0.173], [0.070, -0.286, 1.419], [1.185, 0.585, 1.206], [-0.900, 1.052, -1.775], [-0.667, 1.003, 0.025], [0.180, -1.395, 1.794], [-0.641, 0.238, 2.038]],
  "lowdin_charge": [0.06, -0.33, 0.06, -0.27, -0.14, 0.04, 0.11, 0.18, 0.17, 0.11]
}


{
  "formula": "C3H4O3",
  "method": "ωB97M-V with the def2-TZVPD basis set",
  "total_energy_ha": -342.422752,
  "relative_energy_kcal_mol": 20.8,
  "lumo_energy_ev": 0.8122,
  "smiles": "O=C=O.CC=O",
  "homo_lumo_gap_ev": 11.2,
  "species": ["O", "C", "O", "C", "C", "O", "H", "H", "H", "H"],
  "xyz": [[-0.729, -1.944, 2.041], [-1.025, -1.387, 1.065], [-1.506, -0.931, 0.098], [0.322, 0.454, -1.089], [0.429, 0.737, 0.346], [0.773, -0.084, 1.169], [0.298, -0.598, -1.375], [-0.349, 1.080, -1.686], [1.373, 0.833, -1.112], [0.357, 1.809, 0.595]],
  "lowdin_charge": [0.21, -0.44, 0.15, -0.05, -0.33, 0.02, 0.09, 0.10, 0.12, 0.13]
}


{
  "formula": "C3H4O3",
  "method": "ωB97M-V with the def2-TZVPD basis set",
  "total_energy_ha": -342.312000,
  "relative_energy_kcal_mol": 90.3,
  "lumo_energy_ev": [-0.2622, -0.2623],
  "smiles": "O=C(O)[C@H]1CO1",
  "homo_lumo_gap_ev": [10.1, 10.1],
  "species": ["O", "C", "O", "C", "C", "O", "H", "H", "H", "H"],
  "xyz": [[-1.269, 1.806, -0.120], [-0.291, 1.125, 0.106], [0.776, 1.571, 0.796], [-0.067, -0.176, -0.551], [0.079, -1.552, -0.045], [-1.175, -1.170, 0.369], [0.533, 2.469, 1.093], [0.430, -0.039, -1.509], [0.861, -1.722, 0.706], [0.123, -2.312, -0.844]],
  "lowdin_charge": [0.12, -0.52, 0.12, 0.01, -0.27, -0.01, 0.14, 0.15, 0.12, 0.13]
}